{"formula": "C33H51ClIN3O12S5", "method": "ωB97M-V with the def2-TZVPD basis set", "species": ["C", "C", "N", "C", "C", "C", "S", "S", "C", "C", "C", "C", "C", "C", "N", "C", "Cl", "C", "I", "N", "C", "C", "C", "O", "O", "C", "C", "O", "C", "C", "C", "C", "C", "C", "H", "H", "H", "H", "H", "H", "H", "H", "H", "H", "H", "H", "H", "H", "H", "H", "H", "H", "H", "H", "H", "H", "H", "H", "H", "H", "H", "O", "S", "O", "O", "C", "C", "C", "H", "H", "H", "H", "H", "H", "H", "H", "O", "S", "O", "O", "C", "C", "C", "H", "H", "H", "H", "H", "H", "H", "H", "O", "S", "O", "O", "C", "C", "C", "H", "H", "H", "H", "H", "H", "H", "H"], "coordinates": [[-2.11704, 1.56113, -5.57102], [-2.84300, 0.25955, -6.25366], [-2.35793, -1.08347, -5.75802], [-0.87650, -1.10573, -5.45575], [0.07397, -0.74546, -6.78407], [-3.20084, -1.64145, -4.63340], [-4.81755, -2.13483, -5.02259], [-2.67353, -1.90264, -2.85557], [-2.64525, -0.30798, -1.87407], [-1.82437, -0.49873, -0.43308], [-0.64971, 0.64992, -0.21594], [0.84385, 0.03747, 0.07019], [1.60448, 0.49631, 1.48125], [3.12230, -0.05846, 1.88264], [3.71412, 0.46335, 3.16115], [5.10134, -0.04438, 3.43507], [5.99067, 0.54562, 4.95277], [5.83148, -1.10074, 2.43699], [7.87928, -1.75248, 3.03187], [5.30976, -1.67343, 1.14953], [3.94519, -1.08351, 0.92237], [3.17864, -1.54126, -0.49219], [3.93496, -2.60548, -1.53185], [4.84509, -1.94370, -2.47937], [5.61128, -2.87144, -2.97892], [1.68907, -0.97844, -0.90255], [1.07456, -1.47317, -2.34401], [1.90586, -1.07399, -3.51779], [2.22565, 0.36667, -3.47186], [1.07113, 1.52460, -3.24417], [1.33300, 3.13998, -3.14728], [2.86705, 3.69245, -3.33023], [4.04571, 2.57032, -3.57769], [3.78289, 0.94642, -3.66273], [-1.16565, 1.85972, -6.20054], [-2.84202, 2.49768, -5.62107], [-1.76993, 1.40151, -4.45735], [-4.01696, 0.42071, -6.10903], [-2.66767, 0.33350, -7.42197], [-0.60855, -2.24199, -5.20601], [-0.55048, -0.49008, -4.51388], [-0.37939, -1.19785, -7.76506], [0.29733, 0.39824, -6.89005], [1.12405, -1.26882, -6.56881], [-3.77451, -0.08570, -1.56173], [-2.28413, 0.62003, -2.48842], [-2.57362, -0.43288, 0.47250], [-1.26264, -1.55176, -0.40687], [-0.67527, 1.48333, -1.06922], [-0.96745, 1.23398, 0.77570], [1.08418, 1.25649, 2.22883], [4.60068, -3.34281, -0.86999], [3.15496, -3.31387, -2.08809], [5.12462, -3.75019, -3.04679], [0.96827, -2.65848, -2.43710], [0.03032, -0.95988, -2.46624], [-0.03807, 1.15097, -3.14280], [0.41213, 3.86148, -2.95031], [3.05487, 4.85675, -3.25796], [5.14234, 2.96259, -3.70651], [4.71157, 0.26298, -3.86680], [-5.07506, 1.22880, 0.59936], [-4.71016, 1.93453, 1.80994], [-3.79701, 1.37160, 2.78086], [-6.06956, 2.39911, 2.58004], [-7.04755, 1.41723, 2.89403], [-6.63881, 0.59277, 4.10048], [-4.13619, 3.55426, 1.37222], [-7.25086, 0.77884, 2.02805], [-7.97558, 1.95126, 3.12566], [-5.76589, -0.02706, 3.87501], [-7.45188, -0.06972, 4.41076], [-6.36693, 1.24095, 4.93956], [-4.84561, 4.00546, 0.67683], [-3.15917, 3.44726, 0.89680], [-4.04467, 4.15318, 2.28058], [13.46435, 2.99705, 0.84411], [13.31636, 1.62440, 1.28072], [13.19573, 0.52943, 0.34270], [12.08398, 1.53885, 2.34411], [10.81188, 2.04137, 1.95893], [10.09038, 1.07687, 1.03616], [14.62171, 1.24675, 2.42003], [10.90624, 3.03178, 1.50181], [10.22441, 2.16407, 2.87539], [10.60065, 1.00044, 0.07138], [9.06576, 1.41132, 0.85029], [10.06456, 0.07168, 1.46865], [14.68733, 2.04517, 3.16073], [15.55297, 1.18087, 1.85396], [14.40713, 0.28815, 2.89673], [-9.11590, -1.43211, 5.11223], [-10.30498, -1.71442, 5.88883], [-10.24496, -2.01249, 7.30338], [-11.15549, -2.88842, 5.14369], [-10.50452, -4.11270, 4.83302], [-10.35789, -4.99068, 6.06183], [-11.47075, -0.40146, 5.64046], [-9.53480, -3.92908, 4.35898], [-11.12967, -4.63097, 4.09773], [-9.66389, -4.54624, 6.78145], [-9.97467, -5.97814, 5.78924], [-11.31949, -5.10939, 6.57111], [-11.55832, -0.20317, 4.57114], [-11.09518, 0.48351, 6.15796], [-12.43256, -0.69954, 6.06267]], "max_force_ev_per_a": 7.9, "lumo_energy_ev": -1.700, "smiles": "CCN(CC)C(=S)SCCCc1cc2nc(Cl)c(I)nc2c(COO)c1COc1ccccc1.CCOS(C)(=O)=O.CCOS(C)(=O)=O.CCOS(C)(=O)=O", "homo_lumo_gap_ev": 6.57}